{"formula": "C24H52N4O18S3", "method": "the ωB97M-V functional and the def2-TZVPD basis", "elements": ["C", "H", "S", "H", "H", "H", "H", "H", "H", "H", "C", "O", "H", "O", "O", "O", "N", "H", "H", "H", "O", "O", "C", "C", "H", "C", "H", "O", "H", "H", "H", "H", "H", "C", "H", "C", "O", "H", "H", "H", "H", "C", "C", "C", "C", "H", "O", "H", "O", "C", "C", "H", "O", "O", "H", "H", "H", "H", "O", "H", "C", "C", "H", "H", "C", "S", "H", "N", "H", "H", "C", "H", "O", "H", "H", "H", "O", "N", "H", "S", "H", "H", "H", "N", "H", "C", "H", "H", "C", "C", "C", "C", "H", "H", "H", "H", "C", "O", "O", "O", "C"], "xyz": [[6.172, -4.015, -4.127], [-0.845, 0.971, -0.474], [4.478, -3.190, -2.361], [-4.463, -5.435, -2.924], [3.105, 0.724, 0.079], [-4.183, 0.268, -1.291], [-0.097, 1.261, -5.019], [1.727, 3.150, 7.325], [0.063, -2.000, -6.011], [4.291, 3.019, -0.971], [5.020, 3.503, -0.321], [-0.659, -0.120, -6.601], [4.882, 4.580, 2.804], [5.792, 2.598, 0.406], [5.050, -3.575, -1.060], [4.950, -4.345, -3.488], [-3.546, -1.930, 0.761], [4.609, 2.312, 2.240], [-4.144, 0.403, 3.135], [-2.083, -0.015, -3.620], [3.001, -2.878, -2.439], [5.536, -2.030, -3.002], [-4.756, -1.546, 0.956], [5.264, 4.298, 1.823], [-1.902, 1.210, -5.428], [-2.387, 1.482, 3.896], [-0.470, -0.909, -3.788], [2.547, 0.633, 6.424], [7.235, -2.022, -4.108], [-1.138, -2.093, -7.228], [-2.106, 1.636, 4.938], [5.753, 4.203, -0.722], [0.289, -0.812, -1.348], [-3.876, 1.194, 3.835], [6.266, 4.695, 1.662], [-3.572, 3.342, 2.688], [1.545, 0.073, 4.220], [-1.806, -2.451, -4.740], [-6.257, -1.881, 2.107], [-6.371, 2.385, 0.381], [-4.532, -4.944, -1.240], [-2.217, 2.618, 2.867], [0.314, -0.867, -0.260], [1.908, 2.953, 6.268], [5.511, 2.782, 1.847], [-3.502, 4.342, 3.116], [-2.610, -5.239, -2.140], [1.977, 3.918, 5.767], [-4.455, 2.425, 3.396], [-3.862, -3.356, -2.645], [-4.786, 2.139, -0.908], [-1.880, 0.622, 3.459], [-1.943, -4.160, 0.052], [-4.839, 3.241, -1.353], [6.331, 2.436, 2.477], [6.913, -4.799, -3.976], [3.652, 1.943, 7.077], [-1.793, 2.256, 1.930], [0.189, -0.335, 6.435], [4.483, 5.401, 0.178], [-0.952, 0.679, -5.363], [4.338, 4.412, 0.614], [2.010, -1.778, 0.701], [-5.605, 0.781, 0.186], [1.796, -0.979, -0.009], [-1.709, -4.088, -1.405], [-4.685, -2.727, -2.304], [-5.698, 1.761, -0.041], [-3.257, -1.623, -0.157], [2.566, 0.312, 1.582], [-3.971, -4.825, -2.166], [6.129, -3.832, -5.201], [-5.432, -0.984, 0.104], [-3.141, 1.527, -1.927], [-3.950, 3.355, 1.666], [7.336, -2.923, -2.607], [-0.337, -4.176, -1.902], [-5.300, -2.169, 1.964], [-2.904, -1.237, -5.473], [1.183, 0.473, 5.611], [-0.564, 0.520, 1.221], [3.290, 4.157, 0.768], [-3.070, -2.651, 1.284], [-3.954, 1.246, -1.397], [-1.577, 3.330, 3.388], [6.692, -2.710, -3.459], [-3.935, -3.396, -3.732], [3.492, 1.919, 5.235], [-1.322, -0.436, -4.276], [-0.886, -1.557, -6.313], [2.997, 1.956, 6.206], [-0.145, 0.498, 0.215], [-4.665, -2.415, 2.709], [-4.289, 0.993, 4.824], [2.477, -1.221, -0.825], [-0.330, -1.718, -0.034], [-1.874, -1.462, -5.194], [-2.625, -2.889, -2.153], [1.083, 1.272, 0.368], [0.816, 2.190, 5.780], [2.200, 0.348, 0.557]], "mulliken_charge": [-0.3060, 0.3259, 1.0856, 0.3428, 0.3228, 0.0816, 0.3319, 0.2554, 0.2007, 0.2060, -0.4559, -0.4433, 0.3712, -0.4349, -0.5730, -0.3224, 0.1817, -0.1523, -0.3525, -0.0760, -0.3757, -0.3291, 0.6561, -0.6223, 0.3532, -0.1508, -0.0067, -0.2905, 0.3270, 0.3823, 0.2360, 0.4038, -0.4229, 0.1566, 0.2484, -0.3283, -0.4387, -0.1347, 0.2850, 0.1853, 0.2451, 0.1362, 0.7729, -0.0723, 0.0579, 0.2375, -0.3921, 0.3084, -0.4564, -0.3400, 0.6320, 0.0984, -0.6138, -0.6919, 0.3618, 0.2867, 0.2945, -0.3272, -0.5253, 0.3102, -0.5480, -0.4251, 0.4289, 0.2234, -0.5013, 1.1025, 0.3247, -0.2631, -0.3274, 0.1746, -0.4582, 0.2990, -0.9090, 0.0159, 0.1405, 0.2851, -0.4788, -0.4600, 0.4065, 1.0431, -0.2097, 0.1614, 0.2295, -0.0568, 0.3061, -0.3779, 0.3700, 0.2064, 0.2546, -0.5175, -0.4222, 0.0033, 0.2141, 0.3175, -0.0878, 0.2717, -0.2089, -0.0785, -0.0696, -0.3637, -0.0615], "fmax_ev_per_a": 5.8, "spin_multiplicity": 2, "orbital_gap_ha": [0.31381, 0.09374], "mol_weight_g_mol": 780.9, "total_charge": 1}